# 1
Below is a molecular structure, C6H10BrF in a non-equilibrium geometry, with properties calculated with the ωB97M-V functional and the def2-TZVPD basis.

ORCA input file:
```
! wB97M-V def2-TZVPD RIJCOSX def2/J DEFGRID3
* xyz 0 1
C -1.283 1.746 0.746
C -0.540 0.741 1.169
C 0.093 -1.004 -1.421
C 0.740 0.011 0.958
C 1.027 -0.107 -0.612
C -1.779 -0.215 2.253
F -2.974 0.296 2.132
Br -1.208 0.144 4.109
H -2.228 1.964 1.085
H -0.907 2.555 0.019
H 0.263 -0.770 -2.404
H -0.933 -0.569 -1.379
H 0.209 -2.003 -1.107
H 0.824 -0.923 1.361
H 1.700 0.382 1.287
H 2.081 -0.498 -0.571
H 1.011 0.850 -0.911
H -1.705 -1.365 2.148
*
```

Calculated values
ΔE to the lowest compared entry with this formula, charge and spin   46.6 kcal/mol
Highest occupied orbital energy   -9.36 eV

***

# 2
Below is a single C6H10BrNO molecule in a non-equilibrium geometry, with properties calculated with the ωB97M-V functional and the def2-TZVPD basis.

ORCA input file:
```
! wB97M-V def2-TZVPD RIJCOSX def2/J DEFGRID3
* xyz 0 3
C -0.324 1.543 -0.041
C -0.626 0.107 0.515
C 0.452 -0.766 -0.154
C -1.095 2.779 0.282
C 1.409 -1.458 0.782
C 0.165 -1.753 -1.195
N 0.742 1.529 -0.734
O 1.296 0.347 -0.840
Br -2.497 -0.405 -0.055
H -0.583 -0.034 1.627
H -2.149 2.787 -0.126
H -0.703 3.739 0.032
H -1.337 2.764 1.309
H 2.265 -1.531 0.224
H 1.103 -2.551 0.957
H 1.610 -0.721 1.602
H -0.185 -2.760 -0.783
H 1.154 -2.031 -1.624
H -0.695 -1.581 -1.779
*
```

Calculated values
ΔE to the lowest compared entry with this formula, charge and spin   0.0 kcal/mol
Highest occupied orbital energy (alpha / beta)   -5.31 / -9.80 eV

***

# 3
Below is a single C6H10ClF molecule in a non-equilibrium geometry, with properties calculated with the ωB97M-V functional and the def2-TZVPD basis.

ORCA input file:
```
! wB97M-V def2-TZVPD RIJCOSX def2/J DEFGRID3
* xyz 0 1
C -1.615 -1.080 0.111
C -0.109 -0.907 0.248
C 0.370 -0.019 1.424
C 1.481 0.531 0.547
C 0.683 0.035 -0.692
C -0.212 1.063 -1.323
H -1.909 -1.615 0.996
H -1.944 -1.684 -0.796
H -2.259 -0.222 0.148
H 0.447 -1.910 0.357
H -0.405 0.805 1.718
H 0.636 -0.617 2.329
H 1.749 1.679 0.581
H 1.230 -0.419 -1.470
H -0.736 1.629 -0.580
H -0.876 0.659 -2.025
F 2.641 -0.214 0.651
Cl 0.830 2.287 -2.224
*
```

Calculated values
ΔE to the lowest compared entry with this formula, charge and spin   16.0 kcal/mol
Highest occupied orbital energy   -10.60 eV

***

# 4
Below is 2 unconnected molecules or ions with the total composition C6H10F2 in a non-equilibrium geometry, with properties calculated with the ωB97M-V functional and the def2-TZVPD basis.

ORCA input file:
```
! wB97M-V def2-TZVPD RIJCOSX def2/J DEFGRID3
* xyz 0 1
C 2.441 1.176 1.082
C 1.273 1.619 0.766
C 3.058 1.259 2.422
C -1.492 1.514 -2.189
C -2.228 -0.879 -2.297
C -1.312 0.005 -2.182
F 0.434 2.210 1.731
F 0.014 -0.397 -2.180
H 2.977 0.665 0.257
H 4.037 1.244 2.195
H 3.010 0.284 2.966
H 2.678 2.050 3.109
H -0.522 1.985 -2.169
H -2.275 1.820 -1.562
H -1.907 1.887 -3.144
H 0.641 1.745 -0.094
H -1.943 -1.965 -2.212
H -3.290 -0.773 -2.191
*
```

Calculated values
ΔE to the lowest compared entry with this formula, charge and spin   52.0 kcal/mol
Highest occupied orbital energy   -9.62 eV

***

# 5
Below is 2 unconnected molecules or ions with the total composition C6H10F3NO in a non-equilibrium geometry, with properties calculated with the ωB97M-V functional and the def2-TZVPD basis.

ORCA input file:
```
! wB97M-V def2-TZVPD RIJCOSX def2/J DEFGRID3
* xyz 0 1
C -0.182 -1.366 -0.852
C 0.596 -0.345 -0.344
C -0.459 -1.555 -2.264
C 0.667 -0.014 1.079
C -0.949 1.325 1.662
C -1.690 0.474 2.630
N -0.519 2.552 2.094
O 1.802 0.776 1.197
F -2.040 -0.698 2.125
F -2.816 1.082 2.992
F -0.934 0.167 3.660
H -0.684 -2.060 -0.123
H 0.759 0.450 -1.010
H -1.322 -0.887 -2.454
H -0.671 -2.576 -2.479
H 0.405 -1.297 -2.853
H 0.683 -0.866 1.700
H -1.565 1.462 0.779
H -0.151 2.664 3.062
H -0.793 3.275 1.450
H 1.806 1.434 0.473
*
```

Calculated values
ΔE to the lowest compared entry with this formula, charge and spin   62.9 kcal/mol
Highest occupied orbital energy   -7.58 eV

***

# 6
Below is a single C6H10F3NO3S molecule in a non-equilibrium geometry, with properties calculated with the ωB97M-V functional and the def2-TZVPD basis.

ORCA input file:
```
! wB97M-V def2-TZVPD RIJCOSX def2/J DEFGRID3
* xyz 0 1
C 1.525 -1.297 -0.337
C 1.344 -0.679 1.081
C 0.474 -0.689 -1.284
C 0.883 0.743 0.700
C 1.989 1.726 0.436
C -1.220 0.901 -0.612
N 0.091 0.579 -0.543
O -1.967 -1.807 0.559
O -3.043 -1.254 -1.588
O -3.850 -0.209 0.422
F -1.715 1.098 -1.845
F -1.798 1.754 0.188
F -3.973 -0.276 1.788
S -2.509 -0.801 -0.282
H 2.459 -1.188 -0.771
H 1.216 -2.383 -0.185
H 0.443 -1.203 1.532
H 2.203 -0.728 1.686
H 0.619 -0.422 -2.255
H -0.370 -1.393 -1.200
H 0.303 1.257 1.452
H 2.943 1.514 -0.117
H 2.383 2.196 1.300
H 1.570 2.560 -0.126
*
```

Calculated values
ΔE to the lowest compared entry with this formula, charge and spin   16.7 kcal/mol
Highest occupied orbital energy   -9.78 eV

***

# 7
Below is a single C6H10FN molecule in a non-equilibrium geometry, with properties calculated with the ωB97M-V functional and the def2-TZVPD basis.

ORCA input file:
```
! wB97M-V def2-TZVPD RIJCOSX def2/J DEFGRID3
* xyz 0 1
C -2.187 -0.009 0.389
C -1.144 1.054 -0.002
C -1.146 -1.054 -0.007
C 1.048 0.002 -0.814
C 1.956 0.755 0.125
C 1.956 -0.748 0.120
H -2.521 0.003 1.414
H -0.647 1.537 0.869
H -1.516 1.841 -0.666
H -0.667 -1.542 0.877
H -1.503 -1.820 -0.665
H 1.395 -0.004 -1.890
H 2.789 1.251 -0.310
H 1.512 1.257 0.987
H 1.512 -1.247 0.980
H 2.816 -1.286 -0.307
N -0.370 0.006 -0.651
F -3.283 0.003 -0.448
*
```

Calculated values
ΔE to the lowest compared entry with this formula, charge and spin   34.8 kcal/mol
Highest occupied orbital energy   -8.50 eV

***

# 8
Below is a single C6H10IN3 molecule in a non-equilibrium geometry, with properties calculated with the ωB97M-V functional and the def2-TZVPD basis.

ORCA input file:
```
! wB97M-V def2-TZVPD RIJCOSX def2/J DEFGRID3
* xyz 0 1
C 1.016 -3.065 1.281
C -0.065 -2.625 -0.472
C -1.548 0.225 0.018
C 0.597 0.422 -1.279
C 0.461 0.872 1.125
C -0.051 0.001 -0.048
N 0.512 -3.621 0.129
N 0.780 -1.839 1.445
N 0.176 -1.438 0.266
I -1.046 -3.040 -2.296
H 1.331 -3.686 2.121
H -1.659 1.252 0.106
H -2.054 -0.086 -0.901
H -2.012 -0.420 0.857
H 1.687 0.473 -1.356
H 0.239 -0.064 -2.257
H 0.353 1.396 -1.595
H 1.499 0.567 1.281
H 0.499 1.934 0.831
H -0.229 0.713 1.864
*
```

Calculated values
ΔE to the lowest compared entry with this formula, charge and spin   34.3 kcal/mol
Highest occupied orbital energy   -9.48 eV

***

# 9
Below is a molecular structure, C6H10MgP in a non-equilibrium geometry, with properties calculated with the ωB97M-V functional and the def2-TZVPD basis.

ORCA input file:
```
! wB97M-V def2-TZVPD RIJCOSX def2/J DEFGRID3
* xyz 1 1
P -0.618 -2.485 0.171
C -0.149 -0.624 0.153
C 1.089 -0.161 1.132
C 1.529 1.428 1.085
C 0.747 2.480 0.080
C -0.514 1.964 -0.863
C -1.001 0.373 -0.853
H -1.615 -2.307 1.214
H 0.341 -2.760 1.229
H 0.375 -2.676 -0.879
H -1.684 -2.232 -0.789
H -0.857 -3.926 0.095
H 1.672 -0.914 1.853
H 2.403 1.772 1.790
H 1.082 3.623 0.065
H -1.118 2.684 -1.571
H -1.892 0.033 -1.547
Mg 0.209 3.730 -2.365
*
```

Calculated values
Highest occupied orbital energy   -10.39 eV

***

# 10
Below is a gas-phase ion, C6H10N (charge +1) in a non-equilibrium geometry, with properties calculated with the ωB97M-V functional and the def2-TZVPD basis.

ORCA input file:
```
! wB97M-V def2-TZVPD RIJCOSX def2/J DEFGRID3
* xyz 1 1
C 3.062 -0.285 -0.590
C 2.113 -0.624 0.033
C -2.399 -0.719 -0.590
C -1.618 -0.251 0.358
C 0.016 1.648 0.157
C 0.825 -0.813 0.597
N -0.253 0.182 -0.036
H 3.863 -0.430 -1.202
H -3.393 -1.201 -0.419
H -1.934 -0.977 -1.496
H -1.715 -0.035 1.382
H 0.325 1.780 1.219
H 0.866 1.890 -0.423
H -0.809 2.393 -0.031
H 0.669 -0.835 1.671
H 0.419 -1.740 0.368
H -0.036 0.016 -0.999
*
```

Calculated values
ΔE to the lowest compared entry with this formula, charge and spin   60.2 kcal/mol
Highest occupied orbital energy   -14.86 eV

***

# 11
Below is 2 unconnected molecules or ions with the total composition C6H10N in a non-equilibrium geometry, with properties calculated with the ωB97M-V functional and the def2-TZVPD basis.

ORCA input file:
```
! wB97M-V def2-TZVPD RIJCOSX def2/J DEFGRID3
* xyz 1 3
C -1.683 -0.194 1.144
C -2.164 0.959 1.644
C 0.477 0.384 -0.370
C -1.252 -1.269 0.716
C -1.041 -2.670 0.391
C 2.240 1.646 -1.268
N 1.236 0.657 -1.347
H -1.710 1.444 2.583
H -2.889 1.583 1.039
H 0.645 1.096 0.356
H -0.472 -2.712 -0.597
H -2.017 -3.174 0.150
H -0.486 -3.320 1.117
H 2.787 1.370 -0.331
H 2.976 1.637 -2.035
H 1.979 2.673 -1.093
H 1.374 -0.112 -2.100
*
```

Calculated values
ΔE to the lowest compared entry with this formula, charge and spin   101.9 kcal/mol
Highest occupied orbital energy (alpha / beta)   -11.64 / -13.50 eV

***

# 12
Below is a gas-phase ion, C6H10N (charge +1) in a non-equilibrium geometry, with properties calculated with the ωB97M-V functional and the def2-TZVPD basis.

ORCA input file:
```
! wB97M-V def2-TZVPD RIJCOSX def2/J DEFGRID3
* xyz 1 3
C 2.548 0.894 0.172
C 1.554 0.210 0.186
C -0.930 -0.055 1.188
C 0.374 -0.538 0.197
C 0.303 -1.896 -0.384
C -0.903 1.639 -0.535
N -0.885 0.251 -0.180
H 3.581 1.297 0.319
H -1.514 -0.971 1.477
H -0.911 0.764 2.012
H 0.839 -2.689 0.110
H 0.637 -1.884 -1.427
H -0.612 -2.545 -0.375
H -0.625 1.611 -1.636
H -1.922 2.116 -0.369
H -0.147 2.193 0.142
H -1.387 -0.396 -0.896
*
```

Calculated values
ΔE to the lowest compared entry with this formula, charge and spin   137.2 kcal/mol
Highest occupied orbital energy (alpha / beta)   -9.37 / -15.31 eV